Record 1
Entry from the Open Molecules 2025 dataset: a molecular structure, C2AgF3NO5S at a distorted geometry (the ωB97M-V functional and the def2-TZVPD basis).

Last column: Löwdin spin population.
Geometry (Å):
1 Ag -0.97 2.26 0.91  0.812
2 N 0.05 0.76 -1.41  0.270
3 S 1.28 0.75 -0.42  0.106
4 O 2.56 0.89 -1.12  0.012
5 O 1.04 1.62 0.79  0.115
6 C 1.51 -0.91 0.44  0.020
7 F 1.56 -1.87 -0.47  0.003
8 F 0.49 -1.15 1.26  0.006
9 F 2.63 -0.94 1.15  0.006
10 O -1.14 1.04 -0.70  0.580
11 O -3.16 -0.17 0.80  0.049
12 C -2.91 -0.71 -0.22  0.013
13 O -2.94 -1.59 -0.99  0.007

## Properties
2S+1 ... 3
HOMO energy (spin up / spin down) ... -1.763 / -5.308 eV
LUMO level (spin up / spin down) ... 0.1149 / 0.0603 hartree
Orbital gap (spin up / spin down) ... 4.891 / 6.950 eV
Net charge ... -1
<S²> ... 2.01
Energy above the lowest of the compared OMol25 structures with the same formula, charge and spin ... 4.0 kcal per mole


Record 2
Entry from the Open Molecules 2025 dataset: a molecular structure, C2BeFO at a distorted geometry (the ωB97M-V functional and the def2-TZVPD basis).

Last column: Löwdin spin population.
Geometry (Å):
1 C 0.42 -0.45 1.32  0.257
2 C 0.36 0.12 0.03  -0.015
3 O -0.90 0.33 0.46  0.117
4 F 0.48 -0.83 -0.95  -0.003
5 Be -0.82 1.61 -0.61  0.644

## Properties
2S+1 ... 2
HOMO energy (spin up / spin down) ... -8.436 / -9.632 eV
LUMO level (spin up / spin down) ... -0.0646 / -0.0615 hartree
Orbital gap (spin up / spin down) ... 6.678 / 7.958 eV
<S²> ... 0.86
Energy above the lowest of the compared OMol25 structures with the same formula, charge and spin ... 9.3 kcal per mole


Record 3
Entry from the Open Molecules 2025 dataset: a molecular structure, C2Br2ClO2 at a distorted geometry (the ωB97M-V functional and the def2-TZVPD basis).

Last column: Löwdin charge in e.
Geometry (Å):
1 C 1.72 0.56 -0.55  -0.544
2 C -0.78 -0.45 0.31  -1.608
3 O 2.19 0.43 0.49  0.168
4 O 1.26 0.71 -1.58  0.157
5 Cl -0.96 0.01 1.99  0.283
6 Br -1.78 1.01 -0.62  0.311
7 Br -1.65 -2.27 -0.04  0.232

## Properties
HOMO energy ... -3.184 eV
LUMO level ... 0.1271 hartree
Orbital gap ... 6.642 eV
Net charge ... -1
Energy above the lowest of the compared OMol25 structures with the same formula, charge and spin ... 7.0 kcal per mole


Record 4
Entry from the Open Molecules 2025 dataset: 2 unconnected molecules or ions with the total composition C2Br2F2O at a distorted geometry (the ωB97M-V functional and the def2-TZVPD basis).

Last column: Löwdin charge in e.
Geometry (Å):
1 C -0.68 -0.64 2.53  -0.003
2 C 0.29 0.39 -0.96  -1.369
3 O -0.86 -1.73 2.74  0.049
4 F 0.29 -0.43 0.07  -0.045
5 F -0.65 0.03 -1.84  -0.099
6 Br 1.91 0.13 -1.94  0.768
7 Br -0.30 2.24 -0.59  0.699

## Properties
HOMO energy ... -11.020 eV
LUMO level ... -0.0053 hartree
Orbital gap ... 10.875 eV
Energy above the lowest of the compared OMol25 structures with the same formula, charge and spin ... 8.0 kcal per mole


Record 5
Entry from the Open Molecules 2025 dataset: a molecular structure, C2Br3ClS at a distorted geometry (the ωB97M-V functional and the def2-TZVPD basis).

Last column: Löwdin charge in e.
Geometry (Å):
1 C -0.96 -0.13 0.24  -1.244
2 C 1.07 0.42 -0.48  -1.169
3 S -1.33 -1.66 0.46  0.539
4 Cl -0.15 -2.48 -1.04  0.157
5 Br -1.67 1.42 0.92  0.702
6 Br 0.99 2.18 -1.23  0.494
7 Br 2.05 0.26 1.13  0.521

## Properties
HOMO energy (spin up / spin down) ... -7.755 / -7.989 eV
LUMO level (spin up / spin down) ... -0.0664 / -0.0641 hartree
Orbital gap (spin up / spin down) ... 5.949 / 6.247 eV
Energy above the lowest of the compared OMol25 structures with the same formula, charge and spin ... 62.7 kcal per mole


Record 6
Entry from the Open Molecules 2025 dataset: 2 unconnected molecules or ions with the total composition C2Br3NO2 at a distorted geometry (the ωB97M-V functional and the def2-TZVPD basis).

Last column: Löwdin charge in e.
Geometry (Å):
1 C -0.72 0.25 0.29  -0.764
2 C -0.97 1.10 -0.67  -1.216
3 N 1.52 -1.40 0.47  -0.233
4 O 2.43 -1.20 -0.26  0.101
5 O 1.21 -2.03 1.42  0.090
6 Br -1.59 -0.26 1.77  0.802
7 Br -2.53 2.04 -1.17  0.672
8 Br 0.65 1.51 -1.84  0.548

## Properties
HOMO energy (spin up / spin down) ... -9.514 / -9.593 eV
LUMO level (spin up / spin down) ... -0.0712 / -0.0445 hartree
Orbital gap (spin up / spin down) ... 7.576 / 8.382 eV
Energy above the lowest of the compared OMol25 structures with the same formula, charge and spin ... 140.8 kcal per mole


Record 7
Entry from the Open Molecules 2025 dataset: a molecular structure, C2Br4N2O4 at a distorted geometry (the ωB97M-V functional and the def2-TZVPD basis).

Last column: Löwdin spin population.
Geometry (Å):
1 C 0.38 -0.40 0.50  0.558
2 C 1.79 0.08 0.12  0.042
3 N -0.54 0.46 0.82  0.363
4 N -2.13 -0.14 -0.75  0.061
5 O -0.38 1.66 1.08  0.624
6 O -1.15 -0.35 -1.37  0.039
7 O -1.83 0.07 0.72  -0.011
8 O -3.29 -0.13 -1.03  0.031
9 Br -0.05 -2.20 0.52  0.136
10 Br 2.77 -1.39 -0.78  0.009
11 Br 1.67 1.52 -1.40  0.101
12 Br 2.76 0.81 1.57  0.048

## Properties
2S+1 ... 3
HOMO energy (spin up / spin down) ... -7.560 / -10.220 eV
LUMO level (spin up / spin down) ... -0.0215 / -0.1104 hartree
Orbital gap (spin up / spin down) ... 6.974 / 7.216 eV
<S²> ... 2.01


Record 8
Entry from the Open Molecules 2025 dataset: a molecular structure, C2Br5F at a distorted geometry (the ωB97M-V functional and the def2-TZVPD basis).

Last column: Löwdin charge in e.
Geometry (Å):
1 C 1.73 -0.33 0.45  -1.457
2 C -2.16 0.32 -0.20  -1.738
3 F 2.20 0.88 0.85  -0.118
4 Br 1.48 -0.44 -1.38  0.699
5 Br 2.52 -1.75 1.31  0.717
6 Br -0.98 -0.31 1.07  0.716
7 Br -2.38 2.22 -0.32  0.566
8 Br -2.40 -0.60 -1.77  0.615

## Properties
HOMO energy (spin up / spin down) ... -8.520 / -8.374 eV
LUMO level (spin up / spin down) ... -0.0333 / -0.0261 hartree
Orbital gap (spin up / spin down) ... 7.613 / 7.665 eV
Energy above the lowest of the compared OMol25 structures with the same formula, charge and spin ... 62.9 kcal per mole


| no. | total energy (eV) |
| --- | --- |
| 1 | -36785.2069 |
| 2 | -7232.2519 |
| 3 | -158777.3869 |
| 4 | -149640.4241 |
| 5 | -235553.2126 |
| 6 | -217779.5550 |
| 7 | -293402.7496 |
| 8 | -354999.7598 |